[1]
C19H16N4O8S2 | ωB97M-V/def2-TZVPD

```
49
Properties=species:S:1:pos:R:3:forces:R:3
C -1.44395 -1.04200 2.80335 -1.3 0.1 0.6
C -0.74004 -2.01044 1.96745 1.2 -2.1 -1.5
C -0.79532 -3.43476 2.28492 -0.6 1.3 1.2
C -0.07006 -4.33972 1.55977 -0.4 -1.7 0.0
C 0.69384 -3.96594 0.44256 0.1 1.3 1.0
C 0.84665 -2.61335 0.11880 -1.1 0.6 0.6
C 1.75483 -2.26046 -1.05046 -1.1 0.9 -0.1
C 0.04650 -1.59166 0.86634 0.6 -5.1 1.0
N 0.13031 -0.25079 0.58813 0.7 3.3 -2.0
C 1.10475 0.57305 1.19660 -0.4 -0.8 1.3
N 1.69997 0.19059 2.30560 -1.6 0.0 -2.7
C 2.58112 1.04446 2.94918 0.2 -2.9 1.5
O 3.14387 0.63129 3.92945 0.3 -0.2 0.8
N 2.83661 2.26930 2.50523 -0.9 2.5 -1.3
C 3.49327 3.25173 3.34627 3.4 1.1 0.0
C 2.14315 2.80991 1.42561 2.8 3.0 -2.3
O 2.51218 3.91285 0.98704 -1.8 -1.9 0.9
C 1.25683 1.91836 0.61272 -2.1 -0.9 -1.5
N 0.60422 2.26771 -0.48132 3.4 1.7 2.6
C -0.22735 1.43889 -1.14541 0.5 0.3 1.8
C -0.83740 1.88420 -2.26434 -1.8 -0.9 -2.5
S -0.22734 3.34550 -3.12387 2.8 0.1 -5.9
O 1.10349 3.18891 -3.80321 -2.5 -0.4 3.7
O -0.62333 4.65514 -2.70027 0.2 -0.5 1.8
O -1.13288 3.22913 -4.51043 -0.1 -1.8 1.8
C -1.85005 1.06303 -2.87937 -0.4 4.0 -1.7
C -2.35976 -0.03211 -2.29335 1.9 -2.1 2.4
S -3.62930 -1.01743 -3.09895 -3.0 1.4 -4.6
O -5.00689 -0.73886 -2.70067 1.8 0.1 0.8
O -3.48600 -0.83827 -4.57785 1.0 -0.7 3.8
O -3.38799 -2.51892 -2.63652 0.3 0.5 -0.1
C -1.63864 -0.46804 -1.14682 -0.1 0.4 -0.8
C -0.58648 0.24387 -0.57333 -0.4 -2.0 0.8
H -2.51602 -0.98013 2.51926 0.5 0.3 -0.1
H -1.48552 -1.51538 3.78275 0.1 0.6 0.4
H -0.96938 -0.05408 2.81692 -0.3 -0.3 0.2
H -1.37158 -3.83082 3.21474 1.0 1.1 -1.8
H -0.14532 -5.42844 1.88504 0.3 1.5 -0.6
H 1.30055 -4.70101 -0.05745 0.0 -0.1 -0.3
H 1.62919 -1.19074 -1.26099 0.0 -0.2 -0.3
H 1.44552 -2.81789 -1.95667 0.4 0.2 0.5
H 2.81786 -2.36123 -0.86737 0.1 -0.5 0.2
H 4.10357 3.99589 2.75181 -1.0 -1.0 0.3
H 2.78964 3.78947 3.88560 -1.7 1.2 0.7
H 4.20843 2.97256 4.16333 -0.8 -1.1 -1.2
H -1.21091 4.16373 -4.52111 -1.0 1.9 -1.2
H -2.40448 1.45961 -3.75129 0.9 -0.2 0.3
H -4.30491 -2.86824 -2.70840 0.5 -0.1 0.3
H -1.79541 -1.42851 -0.79900 -0.7 -1.8 1.0
```
Forces are in eV/Å.

Summary:
Spin multiplicity = 1
E_LUMO = -2.7 eV
E_HOMO = -0.353 hartree
Energy relative to the best compared isomer or geometry (same formula, charge and spin) = 87.7 kJ/mol
Kohn-Sham gap = 6.89 eV
SMILES = Cc1cccc(C)c1-n1c2nc(=O)n(C)c(=O)c-2nc2c(S(=O)(=O)O)cc(S(=O)(=O)O)cc21

[2]
C19H16N8RuS3 | ωB97M-V/def2-TZVPD

```
47
Properties=species:S:1:pos:R:3:forces:R:3
Ru 0.26947 -1.07073 -0.22125 -0.4 -0.4 -0.2
N 1.39070 -0.87432 1.59010 0.0 0.1 0.0
C 0.82679 -1.49454 2.80992 0.0 0.0 0.0
C 0.62938 -2.99568 2.63912 0.0 0.0 -0.1
C -0.59266 -3.37698 1.81387 0.0 0.1 0.1
N -0.42159 -3.03730 0.38621 0.1 0.1 -0.1
H 2.31315 -1.26964 1.42374 0.0 0.0 0.0
H 1.55375 0.11458 1.76696 0.0 0.0 0.0
H -0.13178 -1.01219 3.01188 0.0 0.0 0.0
H 1.48263 -1.29597 3.65986 0.0 0.0 0.0
H 0.52725 -3.44259 3.62853 0.0 0.0 0.0
H 1.53018 -3.43800 2.19858 0.0 0.0 0.0
H -1.45949 -2.83322 2.19433 0.0 0.0 0.0
H -0.80716 -4.44163 1.92224 0.0 0.0 0.0
H -1.27446 -3.23995 -0.12847 0.0 0.0 0.1
H 0.27380 -3.66556 -0.01248 0.0 0.0 0.0
S -0.69308 -1.58045 -2.45053 0.4 0.2 0.5
C 0.91346 -1.96602 -2.78033 0.2 0.1 -0.5
S 1.99156 -2.12463 -1.49778 0.0 0.1 0.1
C 1.39078 -1.95622 -4.15797 -0.2 -0.1 0.3
C 2.63029 -1.34693 -4.42949 0.2 -0.2 0.0
N 3.64031 -0.80756 -4.57614 0.0 0.0 0.0
C 0.59671 -2.46847 -5.20009 0.0 0.1 -0.2
N -0.04079 -2.91108 -6.05361 0.0 0.0 0.0
S -1.74504 6.12124 0.63958 0.0 0.0 0.0
N -0.44740 5.48337 -0.06839 0.0 0.0 0.0
C -0.56665 4.16884 0.02827 0.0 0.0 0.0
C 0.37688 3.19693 -0.48600 0.0 -0.1 0.0
C 1.53307 3.53990 -1.18720 0.0 0.0 0.0
C 2.34706 2.52806 -1.64170 0.0 0.0 0.0
C 1.99956 1.20419 -1.38933 0.0 0.0 0.0
N 0.90037 0.85681 -0.72136 0.0 0.1 -0.1
C 0.09055 1.84716 -0.27293 0.1 0.0 -0.1
C -1.12006 1.42867 0.41954 -0.1 0.0 0.0
N -1.30905 0.09536 0.54853 0.0 0.0 0.0
C -2.44286 -0.32359 1.10181 0.0 0.0 0.0
C -3.41909 0.53831 1.58765 0.0 0.0 0.0
C -3.22049 1.89820 1.49331 0.0 0.0 0.0
C -2.05217 2.35885 0.88879 0.0 -0.1 0.0
C -1.74773 3.76176 0.69641 0.0 0.1 0.0
N -2.50199 4.77435 1.09307 0.0 0.0 0.0
H 1.76145 4.58236 -1.36318 0.0 0.0 0.0
H 3.24988 2.73433 -2.19835 0.0 0.0 0.0
H 2.62338 0.39553 -1.74523 0.0 0.0 0.0
H -2.58392 -1.39471 1.15092 0.0 0.0 0.0
H -4.31674 0.12977 2.02862 0.0 0.0 0.0
H -3.94821 2.60938 1.85999 0.0 0.0 0.0
```
Forces are in eV/Å.

Summary:
Spin multiplicity = 2
E_LUMO (spin up / spin down) = -3.7 / -5.4 eV
E_HOMO (spin up / spin down) = -0.411 / -0.405 hartree
<S²> = 0.7863
Charge = +1
Energy relative to the best compared isomer or geometry (same formula, charge and spin) = 0.0 kJ/mol
Kohn-Sham gap (spin up / spin down) = 7.47 / 5.59 eV

[3]
C19H16O6 | ωB97M-V/def2-TZVPD

```
41
Properties=species:S:1:pos:R:3:forces:R:3
C -4.79504 -1.84527 -1.17834 -1.6 -0.9 -2.1
C -5.23088 -0.29518 -1.48061 2.4 -3.7 -2.3
O -5.69423 0.36232 -0.41100 1.7 2.5 5.3
C -4.74223 0.75680 0.68474 0.3 1.4 -0.1
C -5.33416 1.37821 1.88289 -1.8 -5.1 -5.3
C -4.58737 1.57863 3.02989 1.2 0.7 1.1
C -3.17144 1.49479 3.13048 -3.2 -0.1 -6.7
C -2.57127 1.23172 1.72949 -2.4 -0.8 4.2
C -1.20340 1.03502 1.71048 -1.5 5.1 9.0
C -0.48396 0.86649 0.75476 6.9 -7.4 -12.3
C 1.06675 0.56950 0.78094 -1.4 6.8 5.4
O 1.60699 1.32882 1.70287 -0.7 -4.1 -4.1
O 1.54248 -0.14773 -0.17266 -5.1 -0.2 0.6
C 2.72233 -0.28966 -0.60223 11.2 -3.3 0.4
C 3.89899 0.30813 0.07911 -1.8 2.8 -0.9
C 5.23962 0.22062 -0.33793 -1.5 -4.6 -1.1
C 5.57703 -1.06769 -1.19629 -9.1 6.7 3.8
O 6.75754 -1.13404 -1.42680 -5.7 -11.0 -8.4
C 7.76505 -0.58342 -1.20738 13.5 6.1 6.9
C 4.41088 -1.71221 -1.80648 3.8 4.4 5.5
C 3.17719 -1.49965 -1.36163 -7.0 4.1 -1.4
C -1.21925 0.11408 -0.68947 1.4 4.3 4.7
O -0.69910 -0.11657 -1.72283 -1.8 -0.6 0.4
O -2.63151 0.33883 -0.39038 3.4 -3.2 -7.6
C -3.23700 0.77309 0.58990 -5.8 2.0 5.9
H -3.86056 -1.89965 -0.62371 -0.2 0.4 0.4
H -4.44536 -2.44593 -2.24325 -1.6 1.7 2.9
H -5.64770 -2.35669 -0.58127 1.5 0.4 -1.2
H -5.97348 -0.11558 -2.27229 0.2 -0.7 0.2
H -4.24312 -0.04525 -1.85309 -0.2 1.4 -0.2
H -6.50578 1.01915 1.65633 2.7 2.0 1.7
H -5.16480 1.94305 3.85505 0.0 0.0 0.7
H -2.67758 1.98901 3.90190 1.2 0.2 1.2
H -0.58098 1.55121 2.56154 -1.2 -1.5 -0.9
H 3.63916 1.19332 0.74246 0.4 -1.3 -0.6
H 6.01507 0.85142 0.10858 -0.4 -0.4 -0.2
H 8.79690 -1.06883 -1.43710 -2.0 0.7 -0.8
H 7.76921 0.49536 -1.25902 0.2 0.8 -1.2
H 7.86409 -0.63791 -0.09076 0.7 0.4 0.5
H 4.57723 -2.38407 -2.45137 1.2 -5.1 -5.0
H 2.27371 -1.75423 -2.10553 2.0 -0.6 1.8
```
Forces are in eV/Å.

Summary:
Spin multiplicity = 1
E_LUMO = -0.5 eV
E_HOMO = -0.285 hartree
Energy relative to the best compared isomer or geometry (same formula, charge and spin) = 1413.6 kJ/mol
Kohn-Sham gap = 7.31 eV
SMILES = CCOc1cccc2cc(C(=O)Oc3ccc(OC)cc3)c(=O)oc12

Electronic energy, record by record: -63969.56879, -66967.48941, -32233.21889 eV